No. 1
A 3-piece molecular cluster, C2H7OS2 overall. Source: the OMol25 dataset; level of theory: ωB97M-V/def2-TZVPD.

```
12
Properties=species:S:1:pos:R:3:forces:R:3:lowdin_charge:R:1
C 1.80776 -0.18780 0.08946 0.367 2.355 -1.429 -0.19
O 2.66042 0.59317 0.47474 0.457 -1.305 0.454 -0.07
H 0.85889 0.29896 -0.13582 -0.775 -0.846 0.320 -0.02
H 1.33964 -3.58401 1.84134 -0.030 0.038 -0.077 0.00
H 1.97959 -1.18874 -0.35107 0.126 -0.066 0.744 0.05
C -1.74176 1.90912 -0.84066 0.532 0.815 -0.078 -0.55
S -1.87613 0.30847 0.05448 -0.733 0.394 0.950 0.06
S -1.09822 -1.46879 -0.69556 0.007 0.513 -0.614 -0.31
H -2.42662 2.67477 -0.43157 -0.465 -0.920 0.207 0.01
H -0.81197 2.46373 -0.66228 0.463 -0.612 -0.277 0.00
H -1.93728 1.89445 -1.90691 0.033 -0.335 -0.275 0.01
H 1.24567 -3.71334 2.56385 0.018 -0.028 0.075 0.00
```
Positions in Å, forces in eV/Å.

As for the charge: -1. For the HOMO energy, the calculation gives -2.446 eV. As for the energy above the lowest of the compared OMol25 structures with the same formula, charge and spin: 53.4 kcal per mole.

=====

No. 2
A 3-piece molecular cluster, C2H7OS2 overall. Source: the OMol25 dataset; level of theory: ωB97M-V/def2-TZVPD.

```
12
Properties=species:S:1:pos:R:3:forces:R:3:lowdin_charge:R:1
C 3.12263 -0.21810 1.80238 0.786 -0.385 0.060 -0.20
O 4.19443 -0.75830 1.93751 0.416 -0.241 0.002 -0.06
H 2.58825 -0.32921 0.85422 -0.524 0.331 0.102 0.04
H -1.67635 -0.93009 -3.51922 -0.318 -0.645 -0.627 0.04
H 2.72436 0.35526 2.63935 -0.593 0.279 -0.178 0.03
C -1.95936 0.42358 -0.56330 -0.924 -0.015 0.565 -0.60
S -0.63918 -0.55199 0.21053 0.143 0.246 -0.184 0.06
S -0.07600 0.58180 1.86590 -0.310 -0.092 -0.252 -0.29
H -2.31941 -0.01523 -1.49288 0.403 -0.094 -0.044 -0.05
H -2.84387 0.38033 0.08211 0.127 0.177 0.198 0.01
H -1.73142 1.48091 -0.71042 0.360 -0.107 -0.018 0.01
H -1.38408 -0.41897 -3.10617 0.435 0.545 0.376 0.02
```
Positions in Å, forces in eV/Å.

As for the charge: -1. For the HOMO energy, the calculation gives -2.420 eV. As for the energy above the lowest of the compared OMol25 structures with the same formula, charge and spin: 40.7 kcal per mole.

=====

No. 3
A 2-piece molecular cluster, C2H7P overall. Source: the OMol25 dataset; level of theory: ωB97M-V/def2-TZVPD.

```
10
Properties=species:S:1:pos:R:3:forces:R:3:lowdin_charge:R:1
C -1.34438 0.03534 -0.47272 -0.578 0.258 0.570 -0.44
C 0.89859 1.04612 -1.11941 2.255 2.914 0.196 -0.47
P 0.10273 0.73326 0.46185 0.776 -3.706 0.190 0.77
H -2.21053 -0.00519 0.20748 0.096 -0.186 -0.559 0.01
H -1.10251 -0.96861 -0.88419 -0.286 0.901 0.124 0.04
H -1.48287 0.81161 -1.27223 -0.517 -1.000 0.714 0.03
H 0.19158 0.95866 -1.91942 0.190 -0.063 -0.576 0.00
H 1.83667 0.54651 -1.31094 -0.011 -0.515 -0.060 0.02
H 1.26239 2.14136 -1.03974 -0.706 -1.322 -0.442 0.05
H 1.05466 -1.31400 0.72946 -1.221 2.720 -0.155 0.00
```
Positions in Å, forces in eV/Å.

For the HOMO energy, the calculation gives -8.735 eV. As for the energy above the lowest of the compared OMol25 structures with the same formula, charge and spin: 70.4 kcal per mole.

=====

No. 4
A 2-piece molecular cluster, C2H7PS3 overall. Source: the OMol25 dataset; level of theory: ωB97M-V/def2-TZVPD.

```
13
Properties=species:S:1:pos:R:3:forces:R:3:lowdin_charge:R:1
S -0.29671 -3.01671 0.11683 -0.496 0.544 0.866 0.05
P -1.01412 -1.83042 1.51144 2.017 0.140 -0.565 -0.28
S 0.50175 -0.46656 2.31595 -1.035 -0.143 0.021 0.33
S -2.60389 -0.58996 0.81378 -0.195 -0.523 1.128 0.38
H -1.22873 -2.41158 2.80394 -0.897 0.303 -0.768 -0.04
H 1.45431 -0.84981 1.48462 0.246 -0.258 -0.424 -0.22
H -1.87186 -0.21507 -0.22870 0.311 -0.069 -0.217 -0.22
C 0.22772 1.63276 -1.48186 -0.476 0.516 1.458 -0.07
C 1.56777 1.55329 -1.47866 -2.432 0.453 -1.069 -0.05
H -0.38937 2.50909 -1.29702 0.581 0.648 -0.864 0.05
H -0.47342 0.79752 -1.33616 1.064 -0.315 -0.133 0.01
H 2.25047 2.32275 -1.79957 0.003 0.337 0.624 0.05
H 1.87608 0.56470 -1.42462 1.308 -1.633 -0.059 0.02
```
Positions in Å, forces in eV/Å.

For the HOMO energy, the calculation gives -9.116 eV. Its SMILES is S=[PH](S)S.C=C. As for the energy above the lowest of the compared OMol25 structures with the same formula, charge and spin: 36.9 kcal per mole.

=====

No. 5
An isolated ion of composition C2H7S3 and charge -1. Source: the OMol25 dataset; level of theory: ωB97M-V/def2-TZVPD.

```
12
Properties=species:S:1:pos:R:3:forces:R:3:lowdin_charge:R:1
S -0.39909 2.53712 1.02436 1.063 1.110 0.229 0.01
H -1.71482 2.63514 0.75117 0.330 -0.225 -0.161 -0.30
C 1.79838 -0.33168 -0.32174 -0.021 0.672 0.395 -0.22
C 0.33605 -0.76846 -0.40158 -0.201 0.110 -0.118 -0.67
S -0.67871 0.23217 0.79714 -1.275 -0.717 -0.141 0.18
S -2.49685 -1.15350 0.02154 -0.939 -0.992 0.084 0.04
H 2.15538 -0.51866 0.70186 0.095 -0.179 -0.304 0.05
H 1.83093 0.79266 -0.39883 0.218 -1.120 -0.419 0.06
H 2.45954 -0.84782 -1.05191 -0.399 0.476 0.345 0.06
H 0.14494 -1.83397 -0.05477 0.489 1.316 -0.582 0.05
H -0.12426 -0.61452 -1.40771 0.460 -0.252 0.725 0.05
H -3.31148 -0.12848 0.34048 0.178 -0.200 -0.054 -0.31
```
Positions in Å, forces in eV/Å.

As for the charge: -1. For the HOMO energy, the calculation gives -2.108 eV. As for the energy above the lowest of the compared OMol25 structures with the same formula, charge and spin: 44.0 kcal per mole.

=====

No. 6
One molecule with the formula C2H8BClOSi. Source: the OMol25 dataset; level of theory: ωB97M-V/def2-TZVPD.

```
14
Properties=species:S:1:pos:R:3:forces:R:3:lowdin_charge:R:1
C -1.32210 -0.95536 -0.83600 0.481 0.665 -0.054 -0.06
B -0.49141 0.41284 -0.96377 -0.950 -0.237 -0.875 -0.54
O -0.90743 1.42731 -1.84340 -0.449 -1.453 0.879 0.05
Si 1.13116 0.54532 0.18993 0.279 -0.545 0.607 0.33
C 0.63188 0.07785 1.97321 0.349 -0.025 -1.075 -0.25
Cl 2.44302 -0.96580 -0.56564 -0.351 0.638 0.314 0.20
H -1.58649 -1.37179 -1.81096 -0.092 0.216 -0.074 0.06
H -0.70327 -1.70368 -0.33767 -0.179 -0.055 0.186 0.04
H -2.24923 -0.81164 -0.27378 0.000 -0.048 0.040 0.07
H -0.27807 1.57648 -2.53507 0.684 0.703 -0.402 0.08
H 1.77849 1.86708 0.13981 0.324 -0.001 0.001 -0.04
H -0.24993 0.66679 2.22736 0.057 0.013 0.234 0.03
H 1.43934 0.21351 2.68708 -0.046 0.131 0.101 0.02
H 0.36404 -0.97889 1.94889 -0.105 -0.001 0.118 0.02
```
Positions in Å, forces in eV/Å.

For the HOMO energy, the calculation gives -9.384 eV. Its SMILES is CB(O)[Si@@H](C)Cl.

=====

No. 7
An isolated ion of composition C2H8BN5O2P and charge +1. Source: the OMol25 dataset; level of theory: ωB97M-V/def2-TZVPD.

```
19
Properties=species:S:1:pos:R:3:forces:R:3:lowdin_charge:R:1
N -2.18618 2.28350 2.39009 -0.385 -0.257 0.029 -0.23
P -2.62320 1.19032 1.42929 0.032 0.260 0.226 0.78
N -1.35102 0.79261 0.15435 0.145 0.013 -0.501 -0.22
N -1.07736 1.59037 -0.83420 -0.246 0.106 0.254 0.08
N -0.13351 1.07959 -1.56610 0.179 -0.236 -0.020 0.14
C 0.21614 -0.10407 -1.02394 -0.215 0.119 -0.005 -0.26
C 1.26923 -1.01097 -1.51038 0.039 0.186 0.159 0.03
B 2.40864 -1.17661 -0.36987 -0.045 -0.164 -0.154 -0.63
O 3.63255 -0.63932 -0.47966 -0.176 0.221 0.419 0.24
O 2.08322 -1.84218 0.78557 0.181 -0.054 -0.047 0.18
N -0.55015 -0.28188 0.05359 0.077 -0.079 -0.006 0.17
H -2.71360 3.14842 2.35546 0.301 0.170 0.005 0.01
H -3.69956 1.33221 0.54746 -0.010 -0.145 -0.076 0.02
H -2.62433 -0.12666 1.89574 0.030 -0.016 0.028 0.01
H 1.64652 -0.59623 -2.44168 0.002 -0.033 -0.051 0.13
H 0.83013 -1.98994 -1.71636 0.013 -0.036 -0.036 0.13
H 3.74274 0.07927 -1.10502 0.138 -0.065 -0.286 0.12
H 1.66484 -2.70100 0.69701 -0.115 -0.058 0.017 0.11
H -0.53511 -1.02745 0.73867 0.054 0.066 0.046 0.19
```
Positions in Å, forces in eV/Å.

As for the charge: +1. For the HOMO energy, the calculation gives -14.433 eV. Its SMILES is N=[PH2]n1nnc(CB(O)O)[nH+]1.

=====

No. 8
One molecule with the formula C2H8BO6P. Source: the OMol25 dataset; level of theory: ωB97M-V/def2-TZVPD.

```
18
Properties=species:S:1:pos:R:3:forces:R:3:lowdin_charge:R:1
C -0.18545 1.08199 1.86479 0.059 -0.029 -0.052 -0.10
C -1.18223 -0.06851 1.63812 -0.009 0.263 -0.090 -0.13
B -1.13001 -0.59457 0.16669 -0.054 -0.320 0.008 -0.64
O -2.17425 -0.66734 -0.70281 0.275 0.235 -0.205 0.19
O 0.08028 -1.12426 -0.32167 0.003 0.226 0.066 0.03
P 0.83896 -0.52775 -1.56743 0.027 -0.226 0.064 0.37
O 0.36487 0.78613 -1.99278 0.056 0.030 -0.048 -0.21
O 0.88386 -1.67933 -2.65558 -0.054 0.063 0.113 -0.06
O 2.39898 -0.64372 -1.15300 0.095 0.084 -0.174 -0.18
O 2.73935 0.52329 -0.38949 -0.036 -0.155 0.123 -0.02
H -0.28296 1.49883 2.86694 0.018 -0.008 0.000 0.07
H -0.33726 1.88880 1.14519 -0.042 0.015 0.039 0.08
H 0.84108 0.73779 1.73510 -0.010 -0.010 0.026 0.07
H -0.93451 -0.89447 2.31205 -0.037 -0.024 -0.015 0.11
H -2.19461 0.25709 1.89181 0.000 -0.037 0.046 0.10
H -2.89072 -0.06158 -0.50531 -0.219 -0.139 0.192 0.11
H 0.11983 -1.62922 -3.24155 -0.025 -0.039 -0.080 0.10
H 3.04477 1.11684 -1.09108 -0.048 0.071 -0.013 0.11
```
Positions in Å, forces in eV/Å.

For the HOMO energy, the calculation gives -11.124 eV. Its SMILES is CCB(O)O[P@](=O)(O)OO.

=====

No. 9
One molecule with the formula C2H8Br2Si3. Source: the OMol25 dataset; level of theory: ωB97M-V/def2-TZVPD.

```
15
Properties=species:S:1:pos:R:3:forces:R:3:lowdin_charge:R:1
C 0.60162 1.51028 0.61038 0.380 -0.966 -1.979 -0.27
C -0.50698 -1.30465 0.07096 -0.089 0.544 -0.156 -0.53
Si -0.80912 0.36537 1.00276 0.632 -0.695 -1.045 0.50
Si 1.55515 0.44209 -1.85191 -0.079 0.683 2.755 0.22
Si -0.05708 -1.20598 -1.75713 -0.849 0.001 0.332 -0.04
Br 3.53821 -0.45646 -1.27478 -0.310 0.055 -0.031 0.19
Br -1.79105 -0.51390 -3.01843 0.104 0.132 0.235 0.25
H 0.38725 2.54644 0.39171 -0.030 0.142 -0.080 -0.04
H 1.50942 1.39510 1.18113 0.294 -0.054 0.062 -0.03
H 0.30467 -1.81917 0.58782 0.243 -0.039 0.009 0.02
H -1.38244 -1.93876 0.20094 -0.177 -0.137 -0.103 0.02
H -0.94380 -0.00854 2.41855 0.056 0.064 0.249 -0.05
H -2.09061 0.90241 0.54005 -0.204 0.188 -0.079 -0.05
H 1.93285 1.43782 -2.85086 -0.322 0.152 -0.257 -0.12
H 0.22796 -2.50600 -2.37882 0.352 -0.070 0.087 -0.06
```
Positions in Å, forces in eV/Å.

For the HOMO energy, the calculation gives -8.506 eV. As for the energy above the lowest of the compared OMol25 structures with the same formula, charge and spin: 33.5 kcal per mole.

=====

No. 10
C2H8ClMgN4O2 as an isolated structure. Source: the OMol25 dataset; level of theory: ωB97M-V/def2-TZVPD.

```
18
Properties=species:S:1:pos:R:3:forces:R:3:lowdin_charge:R:1
Mg -2.95734 0.70660 -1.29953 1.907 -0.396 -0.452 1.21
Cl -0.75754 0.14200 -1.87493 -2.183 0.515 0.355 0.05
C 0.01689 -3.26930 0.75936 -0.484 -3.410 0.875 -0.78
O 0.57919 -3.94428 1.57839 0.723 -0.117 1.187 0.08
N -1.05710 -3.71473 0.08405 -1.795 -0.795 -0.729 0.14
N 0.35593 -2.12462 0.28660 2.188 6.346 -1.451 0.15
H -1.51690 -4.51901 0.48630 -0.218 0.238 -0.354 0.12
H -1.53250 -2.97950 -0.41947 -0.620 -0.940 0.060 0.07
H -0.16675 -1.62934 -0.42166 0.048 -0.682 0.166 -0.03
H 1.01285 -1.47712 0.69804 0.311 -0.841 0.379 0.12
C 1.08450 3.25297 0.15469 -1.011 -0.199 2.228 -0.67
O 1.68290 4.19886 0.61059 0.267 0.189 -0.974 0.07
N 0.76487 2.17593 0.97053 -0.368 -0.047 -1.457 0.13
N 0.47547 3.18139 -1.08277 1.066 0.683 0.929 0.13
H 0.39218 1.41663 0.41857 0.213 -0.517 1.155 0.03
H 0.98316 2.17995 1.95664 0.087 -0.239 -0.433 0.11
H -0.13505 2.40818 -1.30528 0.554 0.696 -0.594 -0.04
H 0.77522 3.99539 -1.60012 -0.688 -0.485 -0.890 0.12
```
Positions in Å, forces in eV/Å.

As for the charge: +1. For the HOMO energy, the calculation gives -12.372 eV. As for the energy above the lowest of the compared OMol25 structures with the same formula, charge and spin: 0.0 kcal per mole.

=====

No. 11
One molecule with the formula C2H8ClN2OP. Source: the OMol25 dataset; level of theory: ωB97M-V/def2-TZVPD.

```
15
Properties=species:S:1:pos:R:3:forces:R:3:lowdin_charge:R:1
C 0.73399 2.17424 -1.00812 -1.728 2.001 1.667 -0.20
N 0.31484 0.99337 -0.40127 -0.210 -2.552 1.004 -0.37
P 0.15508 -0.43403 -1.26238 -0.014 1.121 -0.384 0.51
Cl -1.57950 0.03874 -2.35110 -0.465 -0.124 -0.556 0.11
N -0.58107 -1.32007 -0.03263 0.478 -0.117 -0.204 -0.29
C -0.01381 -1.16206 1.30977 -0.346 -3.012 0.209 -0.32
O -0.22295 -2.43928 2.00116 -0.821 1.565 -0.222 -0.07
H 1.60536 2.52805 -0.53616 0.993 1.079 0.878 0.06
H 1.06021 1.91818 -1.93299 0.580 -0.287 -3.314 0.02
H -0.10385 2.93639 -1.00652 1.138 -0.586 -0.378 0.11
H -0.12527 1.02757 0.49441 -0.290 0.477 0.073 0.06
H -0.66210 -2.27125 -0.39462 0.248 0.017 0.832 0.07
H -0.45754 -0.26671 1.69578 -0.704 0.000 1.096 0.09
H 1.04998 -1.05852 1.45959 0.587 0.118 -0.755 0.11
H -1.17337 -2.66463 1.96509 0.554 0.298 0.055 0.09
```
Positions in Å, forces in eV/Å.

For the HOMO energy, the calculation gives -8.753 eV. Its SMILES is CNP(Cl)NCO. As for the energy above the lowest of the compared OMol25 structures with the same formula, charge and spin: 39.9 kcal per mole.

=====

No. 12
C2H8CuN8O14 as an isolated structure. Source: the OMol25 dataset; level of theory: ωB97M-V/def2-TZVPD.

```
33
Properties=species:S:1:pos:R:3:forces:R:3:lowdin_charge:R:1
Cu -14.48432 6.04459 16.93868 -0.362 -0.520 -1.056 0.84
N -14.21493 6.41961 13.84915 -3.784 0.628 -1.815 -0.61
O -14.51444 7.61136 13.65825 0.668 0.714 -0.711 -0.06
O -13.58666 6.14279 14.85111 2.236 -1.151 3.419 -0.07
O -14.69168 5.53294 13.11886 0.893 0.262 -0.085 -0.02
N -14.61661 2.84151 15.76515 0.991 0.757 -0.095 -0.76
O -14.14189 2.69720 14.71584 2.986 -0.453 -7.445 0.01
O -14.92057 1.89163 16.36660 -2.863 -5.792 4.920 -0.02
O -14.70238 3.93647 16.22622 -1.160 5.739 3.140 -0.05
N -11.28303 5.51744 17.74789 0.831 -2.273 -0.813 -0.62
O -10.70512 6.08141 16.83194 0.321 1.390 -0.578 -0.03
O -12.49087 5.67054 17.96185 -2.052 0.732 0.539 -0.07
O -10.68114 4.63240 18.38917 0.232 0.229 0.821 -0.08
N -17.47398 6.97570 15.61414 0.179 2.182 -1.719 -0.69
O -18.43710 6.45597 16.05724 -4.666 -2.592 1.775 -0.02
O -17.54424 7.74036 14.66942 -0.431 1.357 -2.177 -0.04
O -16.42795 6.84194 16.17310 5.217 -0.756 2.118 -0.06
C -13.51243 9.32797 16.78267 -1.007 -4.480 -0.215 -0.74
O -13.79373 8.15740 17.02763 -0.330 0.049 1.020 0.02
N -13.87340 10.35048 17.49073 -1.263 3.407 3.035 0.16
N -12.85279 9.64413 15.71872 2.285 1.153 -3.013 0.19
H -14.34493 10.22468 18.37499 0.016 -0.033 -0.367 0.11
H -13.76055 11.27417 17.09810 -0.246 -0.245 0.467 0.09
H -12.62715 8.90999 15.06279 -0.136 0.083 -0.120 0.12
H -12.55636 10.60520 15.62611 0.171 -0.566 -0.556 0.10
C -16.74816 5.45704 19.39966 1.099 0.664 -1.440 -0.87
O -15.90545 5.71691 18.53584 1.532 -0.231 -0.333 -0.04
N -17.96445 5.94982 19.34042 -2.195 1.181 -0.175 0.13
N -16.59480 4.67593 20.44929 1.273 -1.547 1.573 0.08
H -18.27617 6.53164 18.57595 0.313 -0.174 -0.070 0.08
H -18.45938 5.95001 20.22084 -0.567 0.158 -0.064 -0.06
H -15.73754 4.17959 20.64642 -0.119 0.273 -0.269 0.07
H -17.41896 4.41129 20.96970 -0.064 -0.145 0.294 -0.08
```
Positions in Å, forces in eV/Å.

Its multiplicity is 3. As for the charge: -3. For the HOMO energy (alpha / beta), the calculation gives 4.602 / 0.406 eV. As for the expectation value of S²: 2.002.

=====

no.,strongest force on any atom (eV Å⁻¹)
1,2.78
2,1.08
3,3.79
4,2.69
5,1.55
6,1.76
7,0.52
8,0.42
9,2.84
10,6.87
11,3.38
12,8.12